1.
Computed, not measured: a cluster of 2 separate species, C2H3INO2 in total, with ωB97M-V/def2-TZVPD.

Values from the calculation:
**HOMO**: -2.0 eV
**Orbital gap**: 5.45 eV
**Energy above the lowest of the compared OMol25 structures with the same formula, charge and spin**: 2.724 eV

Geometry as ORCA input:
```
! wB97M-V def2-TZVPD RIJCOSX def2/J DEFGRID3
* xyz -1 1
C -0.231 -2.220 -0.756
C -0.343 1.293 0.650
N 0.771 0.393 0.726
O 0.089 -2.664 0.274
O -0.565 -1.972 -1.803
I 2.098 0.512 -0.802
H -0.532 1.400 1.645
H 0.011 2.162 0.083
H -1.299 1.096 -0.016
*
```

Atomic partial charges in e from the natural (NBO) method, atoms 1 to 2:
1 C 1.0486
2 C -0.4384

2.
Computed, not measured: a structure of composition C20H26N2NdO5S, with ωB97M-V/def2-TZVPD.

Values from the calculation:
**⟨S²⟩**: 3.754
**HOMO (alpha / beta)**: -10.6 / -10.6 eV
**Orbital gap (alpha / beta)**: 8.35 / 8.36 eV
**Energy above the lowest of the compared OMol25 structures with the same formula, charge and spin**: 0.000 eV

Geometry as ORCA input:
```
! wB97M-V def2-TZVPD RIJCOSX def2/J DEFGRID3
* xyz 1 4
Nd 1.034 0.614 0.227
C 0.240 -1.914 -0.624
C 1.655 -1.879 -0.613
C 2.075 -1.767 0.731
C 0.919 -1.697 1.543
C -0.211 -1.790 0.699
H -0.378 -2.128 -1.483
H 2.293 -2.148 -1.443
H 3.084 -1.897 1.089
H 0.916 -1.797 2.619
H -1.237 -1.871 1.025
O -2.220 2.635 -0.839
C -1.515 1.625 -0.729
O -1.064 1.151 0.359
C -1.132 0.914 -2.020
C -2.068 0.754 -3.028
C -1.674 0.153 -4.212
C -0.349 -0.230 -4.355
C 0.517 -0.034 -3.295
N 0.142 0.512 -2.138
H -3.083 1.092 -2.874
H -2.383 -0.007 -5.013
H 0.013 -0.684 -5.266
H 1.555 -0.337 -3.363
O 2.583 0.813 1.997
S 2.741 1.105 3.477
C 2.733 2.932 3.650
C 1.482 3.347 4.427
C 0.398 2.299 4.183
C 1.090 0.947 4.258
H 2.730 3.293 2.626
H 3.655 3.234 4.144
H 1.149 4.336 4.109
H 1.709 3.401 5.494
H -0.045 2.434 3.202
H -0.399 2.368 4.924
H 0.557 0.144 3.751
H 1.290 0.659 5.292
O 1.093 2.857 -1.121
C 0.770 3.347 -0.013
O 1.067 2.839 1.085
C -0.079 4.626 -0.023
N -0.600 4.844 -1.411
C -0.695 6.313 -1.674
C -0.241 6.975 -0.368
C 0.666 5.923 0.278
H -0.913 4.479 0.662
H -1.472 4.284 -1.491
H 0.083 4.365 -2.013
H -1.713 6.579 -1.946
H -0.033 6.570 -2.497
H -1.101 7.172 0.273
H 0.272 7.917 -0.546
H 0.801 6.077 1.345
H 1.650 5.916 -0.199
*
```

Atomic partial charges in e from the Löwdin method, atoms 1 to 2:
1 Nd 1.9373
2 C -0.2038

3.
Computed, not measured: a cluster of 15 separate species, C38H111N5O15 in total, with ωB97M-V/def2-TZVPD.

Values from the calculation:
**⟨S²⟩**: 0.750
**HOMO (alpha / beta)**: 0.4 / -7.3 eV
**Orbital gap (alpha / beta)**: 1.37 / 9.10 eV

Geometry as ORCA input:
```
! wB97M-V def2-TZVPD RIJCOSX def2/J DEFGRID3
* xyz -1 2
O 8.679 12.901 17.088
H 8.858 12.783 18.020
H 9.519 12.736 16.660
C 4.372 12.744 22.053
C 4.526 11.820 23.231
O 4.820 10.552 22.757
H 5.281 12.752 21.451
H 4.063 13.747 22.346
H 3.496 12.392 21.509
H 3.605 11.728 23.808
H 5.324 12.169 23.885
H 4.009 10.041 22.819
C 12.636 16.489 21.235
C 12.303 16.646 19.717
O 10.990 17.135 19.704
H 12.071 15.763 21.820
H 12.385 17.457 21.670
H 13.695 16.401 21.477
H 12.438 15.655 19.285
H 13.109 17.300 19.384
H 10.405 16.385 19.834
C 6.123 19.635 22.927
C 6.107 20.923 23.827
O 6.372 20.561 25.201
H 6.861 18.898 23.246
H 6.479 19.858 21.921
H 5.167 19.115 22.866
H 5.079 21.284 23.807
H 6.832 21.653 23.467
H 6.138 21.315 25.747
C 10.324 18.871 24.865
C 9.132 18.319 25.626
O 9.495 16.986 25.921
H 11.219 18.741 25.474
H 10.168 19.942 24.732
H 10.370 18.409 23.879
H 8.213 18.380 25.043
H 8.883 18.962 26.471
H 8.702 16.620 26.320
C 5.989 13.738 18.867
C 5.932 14.497 17.536
O 6.164 13.531 16.516
H 5.380 12.834 18.900
H 5.571 14.266 19.723
H 7.000 13.483 19.184
H 6.730 15.238 17.578
H 5.038 15.122 17.528
H 7.116 13.427 16.574
C 5.333 21.894 20.333
C 3.991 21.316 19.834
O 2.906 21.791 20.593
H 5.266 21.988 21.417
H 5.469 22.931 20.028
H 6.236 21.379 20.006
H 3.952 20.229 19.904
H 3.998 21.490 18.758
H 2.105 21.341 20.316
C 4.695 17.591 15.533
C 4.445 18.330 14.222
O 3.018 18.476 14.128
H 5.697 17.297 15.846
H 4.108 16.687 15.695
H 4.380 18.218 16.368
H 4.740 17.785 13.325
H 4.776 19.367 14.186
H 2.800 19.407 14.041
C 11.626 12.925 19.877
C 10.624 11.821 20.099
O 9.304 12.187 19.790
H 12.674 12.626 19.844
H 11.510 13.755 20.574
H 11.390 13.352 18.902
H 10.736 11.632 21.167
H 10.890 10.919 19.547
H 8.670 11.623 20.238
C 13.813 15.412 24.560
C 12.422 15.952 24.819
O 12.224 16.137 26.238
H 13.897 14.545 25.215
H 14.589 16.135 24.810
H 13.958 15.147 23.513
H 11.730 15.180 24.482
H 12.170 16.894 24.332
H 11.317 16.448 26.302
C 9.039 15.243 22.562
C 8.200 15.277 21.303
C 7.379 16.572 21.110
O 6.738 16.636 19.822
C 6.174 17.918 19.485
N 9.173 15.163 20.225
H 8.398 15.553 23.388
H 9.911 15.884 22.435
H 9.471 14.262 22.758
H 7.481 14.459 21.286
H 8.168 17.324 21.128
H 6.568 16.732 21.821
H 5.288 17.873 20.119
H 5.910 17.959 18.428
H 6.571 18.890 19.778
H 9.530 14.220 20.275
H 8.658 15.368 19.380
C 8.460 11.086 23.149
C 8.307 9.942 22.139
C 7.556 8.702 22.755
O 8.222 8.257 23.908
C 7.578 7.203 24.653
N 7.495 10.506 21.092
H 8.917 11.996 22.759
H 9.059 10.786 24.008
H 7.491 11.408 23.531
H 9.296 9.577 21.860
H 7.412 7.841 22.102
H 6.571 9.009 23.104
H 7.604 6.208 24.208
H 6.552 7.459 24.916
H 8.088 7.145 25.614
H 7.443 9.780 20.392
H 6.536 10.547 21.405
C 7.271 14.012 25.402
C 6.494 15.213 25.890
C 5.042 14.772 26.334
O 4.368 14.337 25.169
C 2.977 14.110 25.359
N 7.231 15.833 26.950
H 6.836 13.539 24.521
H 7.277 13.191 26.119
H 8.304 14.215 25.121
H 6.524 16.034 25.174
H 4.550 15.650 26.752
H 5.063 14.050 27.150
H 2.673 13.457 26.178
H 2.525 13.844 24.404
H 2.513 15.081 25.533
H 6.652 16.427 27.526
H 7.522 15.127 27.610
C 2.886 15.548 20.184
C 1.751 16.453 19.729
C 1.865 16.982 18.265
O 0.930 18.008 18.022
C 0.944 18.494 16.683
N 0.538 15.712 19.973
H 2.674 15.063 21.137
H 3.860 16.035 20.227
H 3.072 14.698 19.527
H 1.782 17.321 20.386
H 1.695 16.135 17.600
H 2.851 17.433 18.159
H 0.210 19.292 16.575
H 0.773 17.712 15.943
H 1.911 18.895 16.381
H -0.122 16.400 19.641
H 0.421 14.958 19.311
C 8.788 17.001 17.137
C 9.482 18.230 16.533
C 8.813 19.547 16.827
O 7.639 19.724 15.959
C 6.948 20.924 16.200
N 10.882 18.260 17.023
H 9.188 16.030 16.845
H 7.737 16.959 16.853
H 8.698 17.013 18.223
H 9.392 18.107 15.454
H 9.414 20.423 16.585
H 8.602 19.618 17.894
H 7.393 21.699 15.576
H 6.753 21.241 17.225
H 5.912 20.822 15.880
H 11.417 17.428 16.821
H 10.793 18.187 18.027
*
```

Atomic partial charges in e from the Löwdin method, atoms 1 to 2:
1 O -0.0305
2 H 0.0051

4.
Computed, not measured: a cluster of 7 separate species, C6H24O7 in total, with ωB97M-V/def2-TZVPD.

Values from the calculation:
**HOMO**: -9.2 eV
**Orbital gap**: 9.57 eV
**Energy above the lowest of the compared OMol25 structures with the same formula, charge and spin**: 2.127 eV

Geometry as ORCA input:
```
! wB97M-V def2-TZVPD RIJCOSX def2/J DEFGRID3
* xyz 0 1
C 2.739 -0.548 0.868
O 2.639 -1.680 0.092
C 1.482 0.261 1.129
C 0.639 -0.067 2.406
C -0.873 -0.088 2.078
C -2.567 -1.748 1.493
C -1.252 -1.491 1.615
H 3.284 -0.717 1.894
H 3.529 0.145 0.433
H 1.818 -1.667 -0.460
H 1.936 1.247 1.218
H 0.756 0.208 0.334
H 0.994 -1.090 2.755
H 0.787 0.536 3.308
H -1.221 0.063 3.108
H -1.203 0.599 1.324
H -3.195 -0.890 1.689
H -2.840 -2.675 1.035
H -0.481 -2.211 1.409
H -0.170 -1.545 -1.339
H 0.382 -2.993 -1.783
O 0.543 -2.210 -1.256
H -3.486 0.485 -0.324
H -2.369 0.994 -1.155
O -3.029 1.313 -0.520
H 0.018 3.021 -1.281
H 0.872 1.816 -1.452
O 0.088 2.258 -1.874
H -0.810 0.443 -2.122
H -1.238 -0.398 -3.345
O -1.151 -0.426 -2.388
H -1.248 3.162 1.553
H -1.760 2.603 0.142
O -0.993 2.778 0.707
H 2.763 0.883 -2.324
H 2.208 -0.487 -2.116
O 1.916 0.422 -2.275
*
```

Atomic partial charges in e from the natural (NBO) method, atoms 1 to 2:
1 C -0.0395
2 O -0.7604

5.
Computed, not measured: a cluster of 2 separate species, C4H8N2O in total, with ωB97M-V/def2-TZVPD.

Values from the calculation:
**HOMO (alpha / beta)**: -9.9 / -9.3 eV
**Orbital gap (alpha / beta)**: 8.69 / 7.27 eV
**Energy above the lowest of the compared OMol25 structures with the same formula, charge and spin**: 6.647 eV

Geometry as ORCA input:
```
! wB97M-V def2-TZVPD RIJCOSX def2/J DEFGRID3
* xyz 0 1
C -1.769 0.905 -1.109
N 0.141 -1.555 -0.304
C 0.901 -0.660 0.266
C 0.175 0.571 0.852
C 2.283 -0.669 0.370
O -0.393 0.894 -0.991
N -0.771 0.438 1.720
H 0.686 -2.393 -0.528
H -1.235 -0.468 1.624
H 0.764 1.482 0.880
H -2.012 1.433 -2.046
H -2.268 1.398 -0.263
H -2.184 -0.110 -1.214
H 2.796 0.001 1.046
H 2.885 -1.267 -0.304
*
```

Atomic partial charges in e from the natural (NBO) method, atoms 1 to 2:
1 C -0.2997
2 N -0.5413

6.
Computed, not measured: a structure of composition C31H26Cl2NP2Se4TeW, with ωB97M-V/def2-TZVPD.

Values from the calculation:
**HOMO (alpha / beta)**: -16.0 / -16.1 eV
**Orbital gap (alpha / beta)**: 4.92 / 5.04 eV
**Energy above the lowest of the compared OMol25 structures with the same formula, charge and spin**: 0.600 eV

Geometry as ORCA input:
```
! wB97M-V def2-TZVPD RIJCOSX def2/J DEFGRID3
* xyz 3 1
W -0.673 1.580 -2.204
Te -1.723 -1.200 1.733
C -0.680 -3.005 1.593
C -1.359 -4.173 1.284
C -0.621 -5.353 1.314
N 0.666 -5.402 1.641
C 1.286 -4.273 1.965
C 0.660 -3.031 1.958
C -0.687 -0.094 0.481
P -0.993 1.696 0.264
C 0.261 2.543 1.235
C 0.501 2.144 2.553
C 1.419 2.833 3.325
C 2.097 3.925 2.790
C 1.845 4.338 1.489
C 0.926 3.650 0.710
C -2.601 2.115 0.948
C -2.701 3.174 1.853
C -3.945 3.531 2.355
C -5.080 2.838 1.962
C -4.984 1.786 1.056
C -3.751 1.431 0.539
P 0.297 -0.555 -0.994
C -0.025 -2.253 -1.478
C 0.950 -3.244 -1.335
C 0.675 -4.542 -1.738
C -0.563 -4.856 -2.284
C -1.539 -3.876 -2.422
C -1.269 -2.577 -2.027
C 2.051 -0.419 -0.606
C 2.535 -0.032 0.639
C 3.902 0.121 0.832
C 4.784 -0.117 -0.211
C 4.305 -0.517 -1.455
C 2.943 -0.660 -1.659
H -2.408 -4.194 1.019
H -1.095 -6.296 1.067
H 2.330 -4.356 2.246
H 1.210 -2.141 2.234
H -0.035 1.307 2.988
H 1.601 2.530 4.348
H 2.811 4.465 3.397
H 2.351 5.205 1.087
H 0.698 4.009 -0.286
H -1.821 3.719 2.168
H -4.023 4.350 3.057
H -6.047 3.119 2.358
H -5.874 1.252 0.747
H -3.689 0.627 -0.185
H 1.917 -3.010 -0.912
H 1.431 -5.309 -1.628
H -0.766 -5.868 -2.610
H -2.501 -4.123 -2.851
H -2.034 -1.821 -2.145
H 1.859 0.149 1.465
H 4.278 0.416 1.803
H 5.849 -0.004 -0.055
H 4.997 -0.732 -2.259
H 2.577 -0.998 -2.623
Cl 0.669 0.777 -4.226
C 2.041 1.921 -3.963
Cl 1.932 2.488 -2.282
H 1.913 2.756 -4.642
H 2.970 1.381 -4.110
Se -1.310 3.827 -2.395
Se -3.584 4.214 -2.862
Se -4.458 2.164 -3.235
Se -2.700 0.648 -2.822
*
```

Atomic partial charges in e from the natural (NBO) method, atoms 1 to 2:
1 W -0.1724
2 Te 1.3104

7.
Computed, not measured: a cluster of 2 separate species, C3H9O2S in total, with ωB97M-V/def2-TZVPD.

Values from the calculation:
**HOMO**: -3.7 eV
**Orbital gap**: 6.86 eV
**Energy above the lowest of the compared OMol25 structures with the same formula, charge and spin**: 1.015 eV

Geometry as ORCA input:
```
! wB97M-V def2-TZVPD RIJCOSX def2/J DEFGRID3
* xyz -1 1
C -0.900 -0.708 -0.382
O -0.192 -0.676 -1.580
C -0.127 -0.108 0.802
C 0.328 1.320 0.745
S -1.091 2.529 0.562
H -1.795 -0.051 -0.438
H -1.321 -1.711 -0.209
H 0.631 -0.881 1.027
H -0.746 -0.336 1.705
H 0.830 1.642 1.647
H 0.865 1.390 -0.196
H -1.231 2.648 -0.764
H 2.405 -1.710 -0.856
H 0.770 -1.152 -1.300
O 1.574 -2.196 -0.763
*
```

Atomic partial charges in e from the natural (NBO) method, atoms 1 to 2:
1 C -0.0406
2 O -0.8287

8.
Computed, not measured: a structure of composition C11H17NO2S, with ωB97M-V/def2-TZVPD.

Values from the calculation:
**⟨S²⟩**: 2.011
**HOMO (alpha / beta)**: -6.6 / -9.0 eV
**Orbital gap (alpha / beta)**: 7.39 / 7.22 eV
**Energy above the lowest of the compared OMol25 structures with the same formula, charge and spin**: 2.993 eV

Geometry as ORCA input:
```
! wB97M-V def2-TZVPD RIJCOSX def2/J DEFGRID3
* xyz 0 3
C -4.164 -1.822 0.421
C -4.395 -1.127 -0.748
C -3.078 -1.596 1.214
C -3.476 -0.083 -1.106
C -2.169 -0.564 0.868
C -2.420 0.148 -0.287
C 2.773 0.684 0.667
C 3.979 -1.048 -0.896
C -0.120 3.078 1.109
C 1.624 -0.384 -1.361
C 2.643 -0.563 -0.208
N -1.014 1.951 0.761
O 0.272 -0.002 -1.096
O 2.317 -1.615 0.589
S -1.311 1.538 -0.674
H -4.858 -2.672 0.537
H -5.360 -1.291 -1.157
H -2.919 -2.018 2.149
H -3.742 0.464 -2.036
H -1.223 -0.098 1.402
H 2.795 1.616 0.010
H 3.731 0.593 1.244
H 1.867 0.799 1.281
H 4.841 -0.372 -0.826
H 3.590 -1.009 -1.863
H 4.144 -2.037 -0.628
H 0.954 2.690 1.112
H -0.370 3.329 2.045
H -0.025 3.992 0.424
H 1.541 -1.320 -1.836
H 2.001 0.206 -2.210
H 1.570 -1.463 1.100
*
```

Atomic partial charges in e from the natural (NBO) method, atoms 1 to 2:
1 C -0.2159
2 C -0.2032

9.
Computed, not measured: a cluster of 2 separate species, C12H17FN2 in total, with ωB97M-V/def2-TZVPD.

Values from the calculation:
**HOMO**: -6.4 eV
**Orbital gap**: 7.18 eV
**Energy above the lowest of the compared OMol25 structures with the same formula, charge and spin**: 2.257 eV

Geometry as ORCA input:
```
! wB97M-V def2-TZVPD RIJCOSX def2/J DEFGRID3
* xyz 0 1
C -1.797 2.621 0.973
C -1.966 1.795 -0.098
C -1.215 2.101 2.135
C -1.421 0.527 -0.160
C -0.694 0.789 2.145
C -0.742 0.077 0.895
C 0.187 0.013 3.178
C 0.577 -1.363 2.470
C 0.050 -1.211 0.984
C -0.791 -0.542 -4.751
C 2.385 -0.642 0.325
C 0.893 -1.877 -1.043
N -0.118 -2.852 -1.100
N 1.273 -1.237 0.069
F 1.935 -2.108 -1.905
H -2.184 3.618 0.933
H -2.546 2.185 -0.960
H -1.196 2.634 3.034
H -1.466 -0.122 -0.982
H 1.115 0.464 3.380
H -0.400 -0.306 4.098
H 1.564 -1.542 2.527
H 0.011 -2.186 2.996
H -0.655 -2.071 0.638
H -0.215 0.030 -5.518
H -1.596 -0.051 -4.394
H -1.161 -1.456 -5.162
H 2.456 0.063 1.069
H 3.385 -0.882 -0.147
H 0.010 -0.811 -4.001
H -0.961 -2.475 -1.509
H 0.186 -3.642 -1.635
*
```

Atomic partial charges in e from the natural (NBO) method, atoms 1 to 2:
1 C -0.2011
2 C -0.2158